Molecular formula: C4H24BO20
Method: DFT, wB97M-V/def2-TZVPD

```
49
Properties=species:S:1:pos:R:3:forces:R:3:mulliken_charge:R:1
O -0.6583 -3.1250 -2.3240 -0.19 2.82 -1.94 -0.560
O -0.2763 -3.3400 4.9210 1.41 1.21 -1.29 -0.643
O -0.3033 5.8070 -1.1660 1.62 -1.02 1.78 -0.687
O 3.2317 -1.6800 3.2660 -1.58 -0.31 2.18 -0.637
O 3.8177 -2.0060 0.0260 0.95 -0.87 -1.58 -0.667
O -1.2213 0.2180 -1.3830 -1.04 -5.69 5.31 -0.625
O -0.9203 0.2890 1.0760 -0.43 2.59 -3.19 -0.504
O 0.6097 -1.0260 -0.0730 -0.84 2.97 -4.96 -0.356
O 0.4047 3.0560 -1.9540 -0.88 -2.40 0.29 -0.923
O 0.9697 -2.3590 1.5170 0.83 -3.17 1.47 -0.516
O -3.5573 1.2000 0.2030 9.65 -3.82 -10.99 -0.629
O 1.1187 -5.0620 0.0210 -2.62 -2.44 -1.08 -0.630
O 0.5947 1.4320 -0.5910 2.85 -6.02 7.99 -0.105
O -1.9633 2.0820 3.2290 0.16 0.62 -1.19 -0.538
O -1.3323 1.1700 -3.3500 1.43 1.05 3.88 -0.815
O -3.6363 0.7770 -4.2540 -3.35 0.70 0.28 -0.757
O -0.5883 -0.7260 2.9750 -0.28 -0.29 0.72 -0.643
O 2.5217 2.8810 0.9030 2.06 -0.41 0.62 -0.562
O 3.2427 3.6730 -1.9320 -0.29 -1.98 -1.18 -0.647
O -2.3723 -1.7680 -4.1810 -3.50 4.69 -5.14 -0.621
C 0.0707 1.9180 -1.5270 -0.70 10.72 -8.16 0.750
C 0.3247 -1.4760 1.0550 4.80 -3.98 -0.74 0.461
C -0.4453 -0.6480 1.7850 -3.79 2.48 5.81 0.463
C -0.9753 1.1320 -2.1420 -0.46 2.09 -8.73 0.371
B -0.2173 0.2250 -0.2660 -0.47 -0.61 0.51 1.223
H 2.1787 2.0240 0.6620 -0.55 -0.19 -0.26 0.306
H 2.5177 -2.2750 2.8710 1.17 1.24 1.17 0.336
H 1.6257 -4.4090 0.3680 3.52 3.20 1.12 0.315
H 0.3837 -4.8570 0.6010 -0.97 -0.70 0.01 0.324
H -2.2763 2.0510 4.0980 -1.09 1.18 2.47 0.262
H 3.0017 -1.4760 4.2650 0.37 -0.88 -3.31 0.301
H 2.9937 -1.9290 0.4420 -1.80 0.73 1.81 0.287
H -4.2143 1.3790 -3.7110 0.53 -1.11 -0.91 0.322
H 3.0757 4.4880 -1.4710 -0.92 -0.02 0.27 0.285
H 0.1407 5.9140 -0.2230 -1.27 -0.91 -3.22 0.309
H -2.7923 1.0420 -3.9470 1.98 0.29 0.30 0.474
H -2.5973 0.7120 0.3220 -4.41 2.13 0.41 0.574
H -2.1883 -2.0550 -3.3800 1.77 -2.47 5.91 0.272
H -0.0313 4.9120 -1.5830 -0.34 1.89 1.47 0.443
H -0.6583 -2.9370 -1.4240 0.09 2.24 2.69 0.216
H 3.4877 2.6410 0.9880 -1.40 0.78 -0.14 0.320
H 0.2767 -2.7730 4.2720 -1.46 -1.23 1.63 0.323
H -3.9893 1.3410 0.8850 -5.62 1.82 10.63 0.202
H -1.7913 1.1600 3.2290 0.94 -1.81 -1.19 0.262
H 3.4787 -2.5450 -0.7080 0.85 0.12 -0.29 0.346
H 2.4197 3.0960 -2.0750 1.40 2.18 0.80 0.356
H -0.6333 -3.9990 -2.1260 0.25 -5.15 -0.63 0.273
H -2.9743 -0.9260 -3.9830 1.64 -2.38 -1.00 0.395
H 0.1277 -3.2210 5.7930 -0.04 0.06 -0.41 0.294
```
Positions in Å, forces in eV/Å.

As for the HOMO energy: -7.73 eV. The electronic energy comes out at -46166.8503 eV. The net charge is -1. As for the multiplicity: 1. For the HOMO-LUMO gap, the calculation gives 8.82 eV.